Here is a 6-piece molecular cluster, C11H35O6 overall at a distorted geometry from OMol25. Energies are from the ωB97M-V functional and the def2-TZVPD basis.

Summary:
- Frontier orbital gap: 10.179 eV
- Charge: +1
- ΔE to the lowest compared entry with this formula, charge and spin: 152.8 kJ/mol
- Highest occupied orbital energy: -12.51 eV
- LUMO energy: -2.3317 eV

Last column: Mulliken charge in e.
CARTESIAN COORDINATES (ANGSTROEM)
O (-6.266, -15.847, -10.179)  -0.59
O (2.072, -15.561, -8.169)  -0.55
O (-4.062, -13.122, -10.204)  -0.46
O (-3.680, -15.664, -9.535)  -0.05
O (-3.487, -14.590, -7.142)  -0.64
O (-2.127, -15.163, -11.684)  -0.42
C (-3.286, -12.245, -9.479)  0.89
C (-3.979, -10.860, -9.639)  -1.48
C (0.831, -15.367, -8.776)  -0.30
C (-1.767, -12.255, -9.883)  -0.87
C (-6.455, -17.230, -9.919)  -0.14
C (-5.407, -14.777, -5.768)  -1.17
C (-1.936, -16.387, -12.331)  -0.42
C (-4.146, -15.497, -6.255)  -0.27
C (-3.253, -16.783, -13.086)  -0.98
C (-7.385, -17.444, -8.702)  -1.14
C (0.460, -16.557, -9.702)  -0.48
H (-3.370, -15.165, -8.775)  0.38
H (-4.977, -10.725, -9.222)  0.38
H (-8.346, -17.046, -9.030)  0.37
H (-7.097, -15.427, -10.415)  0.27
H (-5.796, -15.339, -4.919)  0.38
H (-6.864, -17.673, -10.827)  0.36
H (-4.408, -16.458, -6.698)  0.32
H (-7.492, -18.512, -8.511)  0.37
H (-7.035, -16.942, -7.801)  0.19
H (-4.092, -12.914, -11.141)  0.30
H (-2.273, -14.539, -12.399)  0.22
H (-1.172, -11.688, -9.167)  0.43
H (-1.578, -12.021, -10.930)  0.28
H (0.833, -14.413, -9.302)  0.23
H (-3.362, -10.144, -9.096)  0.38
H (-3.371, -12.538, -8.432)  -0.21
H (-1.167, -16.247, -13.089)  0.37
H (-3.545, -16.061, -13.848)  0.35
H (-3.196, -17.735, -13.614)  0.39
H (-1.538, -13.309, -9.724)  0.00
H (-3.251, -13.814, -6.628)  0.25
H (2.726, -15.531, -8.872)  0.34
H (-3.170, -15.402, -10.305)  0.34
H (0.903, -17.504, -9.393)  0.40
H (0.913, -16.431, -10.685)  0.34
H (-5.485, -17.694, -9.740)  0.26
H (-6.200, -14.705, -6.512)  0.24
H (-4.088, -10.477, -10.653)  0.39
H (-1.613, -17.118, -11.590)  0.29
H (-5.181, -13.780, -5.389)  0.42
H (-3.451, -15.775, -5.462)  0.33
H (0.072, -15.193, -8.013)  0.23
H (-4.609, -15.496, -9.709)  0.51
H (-4.112, -16.871, -12.420)  0.14
H (-0.626, -16.626, -9.760)  -0.18

---

Here is C11H36K2N12O11 as an isolated structure at a distorted geometry from OMol25. Energies are from the ωB97M-V functional and the def2-TZVPD basis.

Summary:
- Frontier orbital gap: 6.839 eV
- ΔE to the lowest compared entry with this formula, charge and spin: 0.0 kJ/mol
- Highest occupied orbital energy: -8.44 eV
- LUMO energy: -1.6044 eV

Last column: Mulliken charge in e.
CARTESIAN COORDINATES (ANGSTROEM)
K (0.582, 1.933, 3.410)  1.02
K (2.438, 3.467, 0.023)  0.99
O (-1.698, 0.202, 2.844)  -0.58
O (0.243, 1.853, -1.141)  -0.69
O (-0.918, 0.403, -0.008)  -0.09
O (1.891, -3.836, 2.141)  -0.77
O (3.439, 0.557, 3.343)  -0.62
O (-4.945, 2.636, -1.736)  -0.71
O (1.107, 1.065, 0.743)  -0.69
O (-1.590, -1.566, -4.578)  -0.75
O (2.402, 4.727, -2.709)  -0.63
O (-1.927, -4.928, 1.355)  -0.72
O (2.379, 0.959, -2.697)  -0.55
N (5.643, 0.902, 2.957)  -0.42
N (-3.897, -5.566, 2.302)  -0.41
N (0.261, 4.011, -3.061)  -0.11
N (-3.656, 1.341, -0.360)  -0.32
N (-1.430, -1.302, -2.327)  -0.10
N (-2.719, 3.007, -1.609)  -0.29
N (0.051, -2.931, 1.214)  0.03
N (1.689, -1.548, 2.053)  0.15
N (1.237, 5.526, -4.481)  -0.42
N (-3.524, -3.374, 1.736)  -0.32
N (4.126, 0.990, 1.234)  -0.15
N (-0.914, 0.426, -3.724)  -0.17
C (4.357, 0.854, 2.568)  0.56
C (3.075, -0.209, -2.231)  0.48
C (2.174, -1.411, -2.399)  -0.66
C (-1.334, -0.858, -3.596)  0.43
C (-3.069, -4.663, 1.744)  0.67
C (0.115, 1.172, -0.073)  -0.18
C (1.340, 4.803, -3.326)  0.61
C (-3.846, 2.306, -1.278)  0.38
C (-1.656, -1.118, 3.380)  0.92
C (-1.637, -1.023, 4.886)  -1.44
C (1.261, -2.823, 1.819)  0.50
H (6.333, 1.236, 2.304)  0.16
H (1.769, -1.580, -3.396)  0.29
H (-2.700, 1.153, -0.045)  0.39
H (2.092, 5.880, -4.867)  0.22
H (1.694, 1.220, -2.061)  0.11
H (-3.598, -6.502, 2.493)  0.24
H (-1.512, 0.140, 1.883)  0.32
H (-1.920, -1.976, 5.336)  0.38
H (1.199, -0.693, 1.772)  -0.02
H (3.976, -0.294, -2.842)  0.38
H (-0.665, 1.013, -2.950)  0.14
H (-0.695, -0.663, 5.301)  0.29
H (5.937, 1.048, 3.906)  0.27
H (3.170, 0.852, 0.928)  0.00
H (2.782, -2.286, -2.148)  0.39
H (1.301, -1.230, -1.772)  -0.09
H (4.900, 1.147, 0.616)  0.21
H (3.329, 0.054, -1.199)  -0.37
H (-0.853, 0.785, -4.658)  0.17
H (-0.506, 4.060, -3.704)  0.18
H (0.375, 5.600, -4.984)  0.16
H (-2.768, 3.653, -2.372)  0.20
H (-0.373, -2.057, 0.953)  -0.09
H (-2.438, -0.362, 5.234)  0.34
H (-1.697, -2.260, -2.181)  0.18
H (-4.388, 0.680, -0.202)  0.17
H (-0.327, -3.859, 1.080)  0.20
H (-4.462, -3.099, 1.948)  0.15
H (-0.778, -1.697, 3.073)  0.01
H (-2.460, -1.759, 3.006)  -0.20
H (-1.833, 2.546, -1.456)  0.05
H (0.204, 3.367, -2.282)  0.03
H (2.576, -1.447, 2.513)  0.06
H (-1.028, -0.726, -1.582)  -0.13
H (-2.893, -2.703, 1.337)  0.10
H (-4.794, -5.230, 2.600)  0.16

---

Here is a 7-piece molecular cluster, C11H36N10O7 overall at a distorted geometry from OMol25. Energies are from the ωB97M-V functional and the def2-TZVPD basis.

Summary:
- Frontier orbital gap: 9.211 eV
- ΔE to the lowest compared entry with this formula, charge and spin: 559.0 kJ/mol
- Highest occupied orbital energy: -9.19 eV
- LUMO energy: 0.0213 eV
- Structure (SMILES): NC(N)=O.NC(N)=O.NC(N)=O.NC(N)=O.NC(N)=O.CC(C)O.CC(C)O

Last column: Mulliken charge in e.
CARTESIAN COORDINATES (ANGSTROEM)
O (-1.370, -3.228, 3.385)  -0.55
O (3.198, -1.647, -0.845)  -0.54
O (0.660, -0.872, -1.238)  -0.41
O (2.943, 4.837, 0.246)  -0.62
O (0.238, -2.153, -4.357)  -0.70
O (-5.258, -0.185, -1.126)  -0.72
O (-3.586, 1.691, 3.194)  -0.72
N (-3.229, -4.294, 3.202)  -0.40
N (-1.541, 2.460, 3.380)  -0.37
N (0.900, 4.221, -0.284)  -0.26
N (-4.972, 1.964, -0.588)  -0.37
N (1.755, -0.905, -5.342)  -0.46
N (1.687, 5.969, -1.159)  -0.38
N (0.493, 0.041, -3.996)  -0.33
N (-1.448, -5.445, 3.088)  -0.41
N (-2.239, 0.836, 4.583)  -0.36
N (-3.753, 0.536, 0.320)  -0.05
C (0.762, -1.069, -4.544)  0.77
C (5.454, -1.563, -1.657)  -1.37
C (-0.200, 0.358, 0.649)  -1.22
C (4.430, 0.312, -0.230)  -1.34
C (-0.644, -2.187, 0.027)  -1.51
C (-2.491, 1.632, 3.696)  0.73
C (-4.649, 0.729, -0.569)  0.73
C (1.898, 5.037, -0.287)  0.64
C (4.226, -0.810, -1.201)  1.08
C (-1.920, -4.211, 3.138)  0.71
C (-0.456, -0.759, -0.462)  0.46
H (-0.641, 2.330, 3.820)  0.16
H (5.616, -2.572, -1.278)  0.37
H (2.236, -1.712, -5.714)  0.25
H (-4.436, 2.571, 0.016)  0.17
H (-3.789, -3.456, 3.269)  0.19
H (3.877, -0.258, -2.073)  0.03
H (0.094, -2.547, 0.744)  0.27
H (-1.351, -0.469, -1.013)  0.43
H (-0.921, 0.309, 1.464)  0.28
H (-0.110, 1.321, 0.147)  -0.01
H (-5.865, 2.238, -0.971)  0.23
H (-3.629, -5.202, 3.392)  0.13
H (-3.552, 1.293, 0.957)  -0.05
H (0.537, -1.529, -1.927)  0.15
H (-3.286, -0.323, 0.573)  0.01
H (2.183, 0.002, -5.225)  0.15
H (1.022, 3.292, 0.094)  0.16
H (4.925, 1.153, -0.715)  0.37
H (0.754, 6.142, -1.506)  0.13
H (2.370, 6.562, -1.610)  0.21
H (-2.189, -6.131, 3.099)  0.14
H (-1.581, -2.323, 0.569)  0.29
H (3.494, 0.690, 0.183)  0.26
H (6.379, -1.042, -1.412)  0.34
H (0.906, 0.852, -4.433)  0.16
H (-0.459, -5.632, 3.005)  0.21
H (-2.840, 0.030, 4.679)  0.23
H (0.775, 0.153, 1.091)  0.56
H (5.014, -0.066, 0.609)  0.32
H (-1.804, 3.110, 2.654)  0.19
H (5.372, -1.754, -2.727)  0.30
H (-0.343, 0.124, -3.436)  0.21
H (-1.261, 0.879, 4.831)  0.16
H (2.417, -1.100, -0.736)  0.26
H (-0.800, -2.800, -0.861)  0.54
H (0.000, 4.569, -0.582)  0.16